Entry 1:
Formula: C4H5Cl
Source: OMol25
Level of theory: the ωB97M-V functional and the def2-TZVPD basis

The value obtained for the HOMO-LUMO gap is 8.8 eV. The calculation puts the HOMO energy at -8.05 eV. The value obtained for the total energy is -16746.7027 eV. As for the charge: 0.

Structure (XYZ):
```
10
C4H5Cl the ωB97M-V functional and the def2-TZVPD basis
Cl -2.8646 -0.1041 -0.2822
C -0.0371 -0.1057 -0.0134
C -1.3290 -0.0826 -0.1883
C -0.1849 1.3348 0.4739
C 1.1340 -1.0091 -0.2007
H -0.6173 1.5898 1.4982
H 1.0513 -2.0942 0.2102
H -0.4035 2.0373 -0.2355
H 1.2448 -1.1235 -1.2502
H 2.0063 -0.4426 -0.0119
```

---

Entry 2:
Formula: C4H10N2OS
Source: OMol25
Level of theory: the ωB97M-V functional and the def2-TZVPD basis

The value obtained for the HOMO-LUMO gap is 9.6 eV. As for the structure (SMILES): NCNC(=O)CCS. The calculation puts the HOMO energy at -8.93 eV. The value obtained for the total energy is -20172.2257 eV. As for the charge: 0.

Structure (XYZ):
```
18
C4H10N2OS the ωB97M-V functional and the def2-TZVPD basis
S 3.0841 0.4209 0.5383
O 0.0334 1.6592 -0.2547
N -3.6194 -1.1398 0.3000
N -1.7994 0.4010 -0.2994
C 0.5402 -0.5621 -0.6471
C -0.3838 0.5409 -0.3336
C -2.4636 -0.8646 -0.5304
C 1.5804 -0.6010 0.4648
H -3.1869 -1.7863 0.9170
H 2.1267 -1.5910 0.6854
H 0.0413 -1.5054 -0.6746
H -2.7895 -0.9487 -1.6011
H -2.2815 1.3047 -0.2926
H 2.3381 1.5339 0.2384
H 1.0287 -0.3487 1.4121
H 0.9611 -0.4393 -1.5902
H -3.8566 -0.4003 0.9882
H -1.7016 -1.7358 -0.3839
```